C30H41BrClN4O5RuSi | ωB97M-V/def2-TZVPD

Structure (XYZ):
```
84
Properties=species:S:1:pos:R:3:forces:R:3
Ru -0.8470 3.1524 0.0451 -1.297 -0.942 0.299
O -5.7399 -0.4939 0.0418 0.023 0.073 -0.004
C -4.7222 0.3857 0.1297 -0.003 -0.062 0.011
C -3.8911 0.4517 1.2507 -0.098 0.055 0.031
C -2.8499 1.3474 1.2309 -0.130 -0.035 -0.117
N -2.6702 2.1692 0.2000 0.078 0.199 0.084
C -3.4308 2.0913 -0.8855 -0.132 -0.068 0.070
C -4.4814 1.2087 -0.9697 -0.020 0.070 0.006
C -2.9351 2.9725 -2.0020 0.155 0.276 -0.233
O -3.6190 3.1522 -2.9880 0.100 -0.038 0.002
O -1.7481 3.4570 -1.7815 0.251 0.214 -0.478
C -1.7279 1.3659 2.2364 0.314 0.155 0.228
O -1.8535 0.7925 3.3002 0.068 -0.046 -0.085
O -0.6667 1.9812 1.8062 0.401 0.014 -0.005
H -5.7918 -1.0145 0.8507 -0.012 -0.033 0.028
H -4.0107 -0.1894 2.1158 0.008 -0.045 -0.041
H -5.0732 1.1561 -1.8721 -0.018 -0.022 0.018
Cl -2.1385 4.7215 2.7450 -0.004 0.098 0.019
C -0.4175 4.8024 2.5210 0.013 0.004 0.120
C 0.3843 4.5853 3.6288 -0.130 -0.046 -0.054
C 1.7599 4.6332 3.4971 0.083 -0.021 0.029
C 2.3309 4.9007 2.2583 0.004 -0.005 -0.040
C 1.5184 5.1134 1.1629 0.099 0.080 -0.179
C 0.1187 5.0625 1.2465 -0.012 0.794 0.446
C -0.7293 5.2569 0.0766 0.083 -1.637 -0.323
H -0.0770 4.3633 4.5811 -0.005 0.011 -0.018
H 2.3858 4.4666 4.3644 -0.008 -0.006 -0.015
H 3.4070 4.9500 2.1513 -0.012 -0.006 -0.011
H 1.9580 5.3351 0.1957 0.008 -0.013 0.012
H -0.2495 5.6233 -0.8243 -0.006 0.216 0.048
H -1.7422 5.6029 0.2360 0.034 0.213 0.031
C 0.1344 -2.2325 -3.4209 0.033 0.013 -0.010
C 0.9886 -2.7829 -2.2670 0.046 -0.106 0.001
C 2.3337 -2.0421 -2.3422 -0.015 0.005 -0.028
C 1.2347 -4.2809 -2.5248 0.001 0.044 0.017
Si 0.1786 -2.5171 -0.5461 -0.079 0.143 -0.090
Br -0.5585 -0.3760 -0.6544 -0.038 -0.002 -0.027
C -1.4041 -3.5525 -0.2389 -0.003 -0.058 0.020
C -2.2575 -2.9744 0.9033 -0.037 -0.034 -0.007
C -1.0508 -5.0098 0.1055 -0.006 0.026 0.022
C -2.2882 -3.5505 -1.4951 0.023 -0.017 0.000
C 1.4197 -2.5482 0.9135 0.084 -0.026 0.002
C 2.3407 -3.7774 0.8111 -0.045 0.003 0.031
C 0.6916 -2.6081 2.2645 0.005 0.010 -0.002
C 2.2834 -1.2766 0.9537 0.024 -0.030 0.018
H 0.6712 -2.4083 -4.3599 -0.017 -0.003 0.020
H -0.0285 -1.1588 -3.3285 0.010 -0.007 0.001
H -0.8368 -2.7127 -3.5048 -0.011 -0.003 -0.006
H 2.7379 -2.1462 -3.3551 -0.011 -0.001 0.023
H 3.0772 -2.4408 -1.6532 0.004 0.010 -0.005
H 2.2133 -0.9736 -2.1449 0.008 -0.015 -0.013
H 1.7734 -4.4023 -3.4706 -0.007 0.007 0.016
H 0.2985 -4.8347 -2.6102 0.011 0.005 -0.031
H 1.8329 -4.7510 -1.7419 0.001 0.001 -0.023
H -1.8076 -3.1132 1.8827 -0.005 0.007 0.000
H -3.2232 -3.4937 0.9099 0.027 0.002 0.005
H -2.4488 -1.9091 0.7710 -0.028 -0.001 -0.024
H -0.4719 -5.0860 1.0275 -0.032 -0.004 -0.005
H -0.4833 -5.4997 -0.6869 -0.015 -0.009 0.004
H -1.9743 -5.5809 0.2512 0.017 0.008 -0.005
H -2.5379 -2.5365 -1.8163 -0.006 -0.016 0.004
H -3.2251 -4.0712 -1.2702 0.015 0.008 -0.006
H -1.8194 -4.0717 -2.3294 -0.015 -0.013 0.000
H 1.7779 -4.7119 0.7467 0.020 0.010 0.023
H 2.9660 -3.8328 1.7087 -0.008 0.000 -0.016
H 3.0073 -3.7295 -0.0496 0.005 0.001 0.010
H 0.1576 -3.5473 2.4068 0.011 0.008 0.012
H -0.0109 -1.7809 2.3916 0.018 -0.009 0.006
H 1.4356 -2.5351 3.0653 -0.017 0.009 -0.010
H 2.8317 -1.0908 0.0316 0.004 0.002 0.005
H 3.0150 -1.3780 1.7649 -0.022 -0.003 -0.018
H 1.6625 -0.4050 1.1629 0.012 -0.001 0.022
N 4.2161 1.8629 0.6772 -0.088 0.096 -0.008
C 3.2913 2.2836 -0.2284 0.061 -0.213 -0.007
C 1.9200 2.2431 0.0754 -0.011 -0.378 -0.144
N 1.0261 2.6738 -0.7968 0.311 1.137 0.492
C 1.4474 3.1619 -1.9747 -0.137 -0.207 -0.168
C 2.7958 3.1812 -2.2528 0.044 -0.148 -0.038
N 3.7210 2.7495 -1.3939 0.022 0.098 -0.045
H 3.9318 1.4399 1.5407 0.014 -0.046 -0.019
H 5.1802 1.8317 0.4007 0.000 -0.012 -0.007
H 1.5431 1.8478 1.0117 0.006 0.156 0.063
H 0.6865 3.4987 -2.6648 -0.011 0.080 0.045
H 3.1536 3.5533 -3.2050 -0.008 0.028 0.019
```
Positions in Å, forces in eV/Å.

## Properties
Gap between HOMO and LUMO (alpha / beta) = 7.0365 / 7.2532 eV
Electronic energy = -141001.2817 eV
HOMO energy (alpha / beta) = -7.855 / -7.935 eV
Net charge = 0
<S²> = 0.76
Multiplicity = 2
ΔE to the lowest compared entry with this formula, charge and spin = 14.2 kcal per mole

=====

C30H41BrCrF4N2O3P2 | ωB97M-V/def2-TZVPD

Structure (XYZ):
```
84
Properties=species:S:1:pos:R:3:forces:R:3
Cr -13.8928 -13.2941 -7.1714 -0.477 0.218 0.354
C -16.3389 -12.2798 -8.6122 1.462 -0.051 -2.021
N -16.0893 -12.9416 -7.3469 2.085 1.187 1.022
C -16.8999 -14.1334 -7.2713 -1.331 -0.405 -1.682
C -16.2049 -12.0467 -6.1063 0.863 -1.842 0.323
C -15.1828 -10.9263 -6.0372 -2.471 0.888 -0.542
N -13.8324 -11.3762 -6.1405 1.099 -1.534 -1.175
C -12.9969 -10.3845 -6.8234 -1.034 0.658 -1.349
C -13.2713 -11.5347 -4.8113 -1.004 0.953 1.231
H -17.2155 -11.6618 -8.6484 -0.523 0.393 0.218
H -16.4240 -13.0447 -9.4208 -0.267 0.537 0.852
H -15.4437 -11.7188 -8.9802 -0.702 0.115 0.580
H -18.0076 -13.8759 -7.3394 1.245 -0.404 0.311
H -16.6503 -14.6835 -6.3932 -0.174 -0.488 0.668
H -16.6329 -14.7370 -8.1888 -0.491 0.328 1.188
H -15.9882 -12.7512 -5.2463 -0.691 0.663 -0.741
H -17.1951 -11.6339 -6.0478 -0.609 0.047 0.235
H -15.3350 -10.3689 -5.1093 -0.055 -0.127 0.160
H -15.4988 -10.1966 -6.7991 0.767 -0.182 -0.179
H -13.1759 -9.4548 -6.2646 0.757 0.080 -0.222
H -13.4556 -10.2054 -7.8480 1.027 -0.273 0.978
H -11.9447 -10.7178 -6.8323 -0.509 0.448 -0.143
H -13.3567 -10.5203 -4.3568 0.328 -0.709 0.230
H -12.2353 -11.8145 -4.8379 0.363 -0.417 0.066
H -13.9250 -12.2110 -4.2485 0.535 -0.042 0.173
F -7.6586 -16.1008 -8.4149 -2.602 0.274 0.424
C -9.0223 -15.9878 -8.3988 0.274 -0.703 -0.170
C -9.7452 -16.5597 -9.4904 2.236 -1.169 0.421
F -9.0179 -17.3463 -10.3404 -1.382 1.503 0.858
C -11.1234 -16.4862 -9.5092 -1.003 -0.114 -1.485
F -11.8561 -17.0070 -10.5559 1.451 0.540 1.419
C -11.8160 -15.7754 -8.5392 0.299 0.578 0.649
P -13.4434 -15.0733 -8.8245 -1.191 -0.981 -0.388
C -14.4654 -16.5811 -8.6533 -0.449 1.063 0.843
C -14.9848 -16.9354 -7.4187 -0.365 -1.238 1.380
C -15.5662 -18.2157 -7.2140 0.065 1.349 -1.010
C -15.8194 -19.0482 -8.3103 0.614 0.199 0.784
C -15.3852 -18.6153 -9.5606 -0.439 -0.354 0.057
C -14.7056 -17.4100 -9.7080 -0.074 -1.205 -1.180
C -13.5929 -14.6001 -10.5836 2.066 0.068 0.247
C -12.3958 -14.4742 -11.4139 -1.293 -0.463 1.276
C -12.5200 -14.6147 -12.7667 -0.857 -0.216 -0.248
C -13.8354 -14.7456 -13.3345 1.500 1.292 0.244
C -14.9133 -14.5257 -12.5492 -2.908 0.451 2.099
C -14.8584 -14.5387 -11.0911 1.089 0.185 -2.572
C -11.1659 -15.4217 -7.3456 1.508 -0.469 -0.626
Br -12.1012 -15.0540 -5.7230 -0.030 0.652 -0.537
C -9.7702 -15.5355 -7.2713 0.872 -0.291 0.677
F -9.1450 -15.3426 -6.0748 -0.594 -0.014 -1.636
H -14.9457 -16.2922 -6.5272 0.311 -0.151 -0.495
H -15.8843 -18.4688 -6.2238 -0.149 -0.222 0.331
H -16.2683 -20.0329 -8.1251 0.095 0.534 -0.392
H -15.6065 -19.2393 -10.4221 0.248 0.183 0.012
H -14.3160 -17.1701 -10.6778 -0.008 0.099 -0.364
H -11.4317 -14.3598 -10.9001 -0.392 -0.098 -0.510
H -11.6359 -14.6145 -13.3892 -0.084 0.018 -0.120
H -13.9906 -14.7170 -14.3989 0.233 -0.308 -0.244
H -15.9225 -14.2825 -12.9698 1.078 -0.689 0.095
H -15.7181 -14.4927 -10.4421 -0.240 -0.318 -0.320
C -8.2017 -9.0363 0.4117 0.478 -0.058 -1.986
C -7.1801 -9.9241 -0.3296 -1.202 -1.635 1.293
O -7.8055 -11.2384 -0.6030 -0.171 0.522 0.291
P -7.9181 -12.0173 -2.0136 -0.597 0.575 0.248
O -7.7326 -13.5545 -1.5284 -0.435 -0.919 0.881
C -8.6333 -14.2200 -0.5458 2.160 0.005 -0.286
C -8.1565 -15.6549 -0.2868 0.497 -0.270 -0.005
O -6.4270 -11.7054 -2.5836 -0.097 -0.842 0.119
C -5.6641 -12.7591 -3.1885 -0.541 -0.648 -0.459
C -6.3783 -13.2724 -4.4746 -0.341 0.053 1.358
H -7.6648 -8.1436 0.7505 -0.300 0.017 -0.091
H -8.5528 -9.5814 1.2841 -0.385 0.082 -0.165
H -8.9976 -8.7599 -0.3601 0.735 -0.283 1.495
H -6.3561 -10.1970 0.3061 0.407 0.197 0.391
H -6.7688 -9.5641 -1.2287 0.221 0.854 -1.131
H -9.6197 -14.2747 -0.9550 -0.744 0.508 -0.102
H -8.5093 -13.6621 0.3864 -0.705 0.127 -0.253
H -7.6902 -16.1101 -1.1863 -0.270 0.386 0.477
H -9.0288 -16.2807 -0.0303 0.366 0.244 0.050
H -7.4244 -15.7051 0.5554 -0.547 0.033 -0.757
H -5.4652 -13.6068 -2.5253 -0.460 0.225 0.248
H -4.7166 -12.2926 -3.3000 0.889 0.258 -0.888
H -7.3198 -13.7742 -4.1542 0.632 0.128 -0.112
H -5.7881 -14.0132 -5.0265 -0.025 0.498 -0.081
H -6.7127 -12.3954 -5.0222 0.362 -0.082 -0.591
```
Positions in Å, forces in eV/Å.

## Properties
Gap between HOMO and LUMO (alpha / beta) = 4.1443 / 4.8650 eV
Electronic energy = -168792.5618 eV
HOMO energy (alpha / beta) = -11.449 / -11.449 eV
Net charge = +2
<S²> = 6.03
Multiplicity = 5
ΔE to the lowest compared entry with this formula, charge and spin = 35.6 kcal per mole